19
Properties=species:S:1:pos:R:3:forces:R:3 method="wB97M-V/def2-TZVPD" lumo_energy_ev=0.7 relative_energy_kcal_mol=74.8 total_charge=0 orbital_gap_ev=8.91 smiles=CN[Si@@H](Cl)C(C)C
C 1.87492 1.03092 2.48946 1.2 -2.1 1.1
N 0.66882 0.85816 1.72037 -1.8 -1.9 -3.4
Si 0.74589 0.45022 -0.49852 0.3 1.3 4.2
Cl 2.05192 -1.05194 -0.70410 0.8 -0.9 -0.3
C -0.90524 -0.10061 -1.08528 -3.5 1.2 1.0
C -1.48164 -1.06301 0.04957 0.9 1.9 0.9
C -1.21063 -0.50563 -2.55295 2.7 2.6 -1.2
H 2.71382 0.19309 2.37878 -1.6 1.2 0.2
H 2.36952 1.91386 2.08804 0.0 0.4 0.8
H 1.59522 1.01740 3.65371 0.8 0.6 -2.5
H 0.11132 0.02372 2.02110 0.9 1.0 0.0
H 1.42668 1.69152 -0.87069 -0.2 0.1 -0.5
H -1.60409 0.81187 -0.86059 1.5 -1.0 -0.8
H -0.63040 -1.43396 0.62192 -0.2 -0.4 0.2
H -2.09468 -0.43357 0.76080 0.6 -0.9 -0.7
H -2.04984 -1.89784 -0.26599 -0.6 -0.7 -0.7
H -0.51892 0.19733 -3.22753 -1.3 -1.4 1.2
H -2.20091 -0.19813 -2.91080 0.0 -0.8 0.5
H -0.86176 -1.50338 -2.80730 -0.5 -0.2 0.1

23
Properties=species:S:1:pos:R:3:forces:R:3 method="wB97M-V/def2-TZVPD" lumo_energy_ev="-10.1 / -9.9" total_charge=+2 orbital_gap_ev="3.64 / 3.78" spin_multiplicity=7
C -0.62636 2.22060 0.08371 0.2 0.1 -0.1
C -1.30105 1.03748 0.69519 -0.7 -0.5 0.1
C -1.60906 1.10891 2.17330 -0.5 -0.1 -0.2
N -1.72427 0.01924 0.08004 1.0 1.0 0.7
P -0.97379 -1.14858 -1.26765 -2.4 -0.8 -3.7
I -3.16070 -0.77022 -2.64370 0.9 -0.1 0.6
S 0.93751 -1.75138 -0.11430 -0.9 -2.4 0.2
C 2.48523 -0.83874 -0.59425 -0.4 0.4 -1.1
O 1.22497 -3.06982 -0.63671 0.3 0.5 0.0
O 0.82916 -1.66269 1.32200 0.5 1.0 0.5
H 0.20229 2.52547 0.72340 0.0 0.0 0.1
H -0.29607 2.08376 -0.93896 -0.1 -0.1 -0.2
H -1.34037 3.04331 0.11208 -0.1 0.1 -0.1
H -2.61719 0.73740 2.33243 -0.1 -0.1 0.1
H -0.93390 0.45014 2.71200 0.2 0.1 0.1
H -1.58063 2.13684 2.51757 0.3 0.1 0.1
H -1.55678 -2.21366 -0.57686 0.2 0.1 0.7
H -0.50467 -1.98796 -2.31727 0.4 0.1 0.3
H -0.38805 -0.02305 -1.89791 0.1 0.5 0.8
H 3.20723 -0.88004 0.19125 -5.0 -3.9 -0.1
H 2.92938 -1.32244 -1.45047 0.1 -0.5 -0.5
H 2.31069 0.20484 -0.88424 -0.2 0.4 0.2
Eu 4.48643 0.10059 0.37934 6.1 4.1 1.4

20
Properties=species:S:1:pos:R:3:forces:R:3 method="wB97M-V/def2-TZVPD" lumo_energy_ev=0.3 relative_energy_kcal_mol=18.3 total_charge=0 orbital_gap_ev=9.99 smiles="[H]/N=P/NCCCC.F"
H 0.00847 -2.44456 -2.56438 2.2 2.0 1.2
N 0.73015 -1.68399 -2.12481 -2.6 -2.8 -1.5
P -0.24915 -0.51517 -1.75479 1.0 0.5 -0.3
N 0.84305 0.66241 -1.25115 0.6 -1.9 0.3
C 0.38983 1.66311 -0.33757 1.1 0.8 -0.7
C 0.34496 1.28566 1.11482 0.5 -2.2 1.9
C -0.50691 0.00269 1.34246 2.8 -0.6 -2.6
C -1.88705 0.33445 0.96144 -2.1 0.4 0.1
H 1.75756 0.26149 -0.97178 -0.6 0.3 -0.6
H 1.10472 2.44805 -0.42620 0.5 1.0 0.0
H -0.48571 2.05203 -0.83509 -0.8 0.3 0.7
H -0.21280 2.03562 1.63307 0.2 1.0 0.6
H 1.37185 1.06438 1.64806 -1.7 1.0 -1.4
H -0.32418 -0.45551 2.30153 -0.3 0.1 0.4
H -0.02804 -0.72464 0.57677 -0.9 0.6 1.4
H -2.42513 0.65335 1.84726 -0.4 -0.1 0.3
H -1.96513 1.21534 0.30624 0.2 -0.4 0.0
H -2.47808 -0.44664 0.47819 0.1 -0.1 0.2
F 2.25325 -3.83973 -0.58802 -0.6 0.1 -1.0
H 1.75834 -3.56836 -1.35605 0.7 0.1 1.1

18
Properties=species:S:1:pos:R:3:forces:R:3 method="wB97M-V/def2-TZVPD" lumo_energy_ev=3.9 relative_energy_kcal_mol=0.0 total_charge=-1 orbital_gap_ev=8.23
C -1.49057 1.18050 -0.75277 0.1 0.1 0.0
C -0.48718 0.41540 -1.62964 -0.3 0.1 0.0
O -0.44916 -0.97919 -1.39918 0.2 0.1 -0.1
C 0.57069 -1.40416 -0.49116 -0.3 -0.4 0.5
C 0.20571 -1.21548 0.99181 0.2 0.7 -0.3
Ga 1.11615 0.46644 1.79766 -0.1 -0.4 0.3
H -2.30574 1.58031 -1.35506 -0.1 0.1 0.0
H -0.99059 1.99959 -0.23923 0.0 0.1 0.1
H -1.92320 0.54244 0.01136 0.0 -0.1 0.0
H 0.50059 0.85742 -1.49688 0.2 -0.1 0.0
H -0.77017 0.55240 -2.67756 0.0 -0.1 -0.1
H 1.50376 -0.88872 -0.73269 0.1 0.1 -0.1
H 0.71890 -2.46551 -0.70838 0.0 -0.1 -0.2
H 0.51902 -2.08561 1.56695 0.1 -0.1 0.1
H -0.87951 -1.17015 1.05822 -0.2 -0.1 0.1
H 2.51227 -0.04179 2.45567 0.0 0.0 0.0
H 0.21064 1.12671 2.96997 0.0 0.0 -0.1
H 1.43838 1.52939 0.63092 0.0 0.1 -0.1

32
Properties=species:S:1:pos:R:3:forces:R:3 method="wB97M-V/def2-TZVPD" lumo_energy_ev="2.1 / 2.0" relative_energy_kcal_mol=16.6 total_charge=-1 orbital_gap_ev="6.23 / 6.71" spin_multiplicity=6
Mn -2.16756 -0.90952 -7.63280 -1.1 2.6 0.4
C -3.50667 2.10922 -6.87180 -0.2 -0.8 0.1
O -3.01555 0.82766 -6.94611 0.4 -1.1 -0.3
H -3.76531 2.49325 -7.87072 -0.1 0.3 0.0
H -4.41775 2.12874 -6.24616 -0.2 0.2 -0.1
H -2.83314 2.83310 -6.38460 0.3 0.0 -0.1
S 0.23730 -1.92648 -7.88938 3.8 -0.3 1.2
O 1.27814 -2.12530 -8.88679 -0.9 0.5 -0.9
O 0.73077 -2.49879 -6.63579 -0.7 -0.2 0.7
O -0.20414 -0.51482 -7.69406 1.1 1.1 0.1
O -1.06740 -2.53903 -8.22471 -1.9 -2.2 -1.6
C -1.73012 -4.40526 -6.06020 -0.1 -0.6 1.2
N -1.91126 -3.11882 -5.33240 1.2 0.0 -0.5
O -1.41992 -3.02784 -4.24379 -0.3 -0.1 0.6
O -2.46143 -2.19640 -5.90803 -0.9 -0.1 0.5
H -0.88223 -4.87905 -5.57283 0.4 0.3 -0.5
H -1.61172 -4.19187 -7.11199 0.1 0.0 -0.1
H -2.55307 -5.05749 -5.75776 -0.4 0.3 -0.4
C -4.12526 -4.27336 -8.93457 -0.3 0.0 -0.3
N -4.12536 -2.89954 -9.49874 1.1 0.0 0.2
O -4.25779 -2.75444 -10.68644 -0.5 -0.1 -0.6
O -3.79743 -2.01746 -8.73567 -0.9 0.3 0.2
H -4.74881 -4.90792 -9.55529 0.1 0.0 -0.1
H -4.50724 -4.21748 -7.92196 0.3 0.0 0.1
H -3.07511 -4.54929 -9.00443 0.0 -0.2 0.3
C -1.53097 -0.49235 -12.34200 -0.8 0.5 -0.3
N -1.05655 -0.05074 -11.00626 0.6 -1.2 0.7
O -1.82083 -0.20711 -10.06879 -0.3 0.4 -0.5
O 0.08561 0.32966 -10.92450 -0.2 0.4 -0.2
H -2.53144 -0.90166 -12.23933 0.0 0.0 0.2
H -0.86359 -1.22654 -12.77618 0.3 0.1 0.2
H -1.57823 0.42311 -12.93059 0.1 -0.2 -0.2

18
Properties=species:S:1:pos:R:3:forces:R:3 method="wB97M-V/def2-TZVPD" lumo_energy_ev=1.1 relative_energy_kcal_mol=37.1 total_charge=0 orbital_gap_ev=9.46 smiles=CCCNCN
C -1.83944 0.78361 0.90304 1.0 -1.4 0.8
C -1.38994 1.11621 -0.47188 2.6 -2.7 0.6
C 0.03837 0.51754 -0.74954 0.1 1.5 0.1
N 0.09916 -0.85882 -0.30831 -1.6 0.0 0.0
C 1.34736 -1.49124 -0.13947 3.3 0.8 -1.1
N 2.29630 -0.75216 0.79284 1.9 -2.0 -3.2
H -1.10997 1.29356 1.58301 -0.8 -0.7 0.0
H -1.87106 -0.36917 1.05959 0.2 2.2 0.0
H -2.81591 1.16725 1.02362 -1.1 0.4 0.6
H -1.97269 0.63920 -1.18940 -1.5 -0.7 -1.4
H -1.36608 2.12268 -0.68309 0.0 2.4 -0.4
H 0.84402 1.07998 -0.14996 -1.2 -0.6 -1.1
H 0.15619 0.73907 -1.86346 0.6 -0.7 1.1
H -0.72053 -1.43185 -0.57629 1.2 0.4 0.2
H 1.29603 -2.55131 0.16965 -0.5 0.6 -0.2
H 1.97633 -1.42310 -1.10618 -0.9 -0.7 0.9
H 3.17956 -0.40090 0.27390 -2.6 -0.4 1.6
H 1.85230 -0.18054 1.43193 -0.7 1.6 1.3

18
Properties=species:S:1:pos:R:3:forces:R:3 method="wB97M-V/def2-TZVPD" lumo_energy_ev=0.9 relative_energy_kcal_mol=29.9 total_charge=0 orbital_gap_ev=10.47
C 0.99673 -1.83480 -2.30802 0.9 1.1 -1.2
N -0.32414 -1.22745 -2.35164 -0.5 2.3 0.7
C -0.46137 0.00818 -2.00390 0.0 -1.5 -0.5
N 0.54805 0.91592 -1.54640 0.6 -0.5 0.2
H 1.27270 -2.14701 -3.36317 -0.4 0.2 1.2
H 0.98409 -2.70590 -1.67723 -0.1 -0.4 0.2
H 1.76803 -1.11447 -1.94847 -0.4 -0.6 -0.2
H -1.42589 0.52907 -2.02093 -0.3 -0.9 -0.3
H 0.50029 1.74535 -2.10706 0.1 0.4 -0.7
H 0.24296 1.27179 -0.65259 0.0 -0.1 0.5
C 0.09145 0.82840 2.87244 1.0 0.1 -0.6
C -1.12962 0.30317 2.11489 -0.4 0.5 0.5
H 0.32567 1.88921 2.59908 -0.1 -0.9 0.1
H 0.99720 0.18768 2.67879 -0.8 0.7 0.1
H -0.05076 0.82613 3.94205 -0.2 -0.1 0.4
H -0.94167 0.30437 1.04584 -0.1 0.0 -0.2
H -1.37165 -0.72230 2.40532 0.0 0.1 0.0
H -2.02209 0.94262 2.32099 0.6 -0.5 -0.2

18
Properties=species:S:1:pos:R:3:forces:R:3 method="wB97M-V/def2-TZVPD" lumo_energy_ev=0.7 relative_energy_kcal_mol=68.0 total_charge=0 orbital_gap_ev=9.76 smiles="C=NC.CCN"
C 3.64667 -0.82610 -0.70844 1.2 -0.1 1.3
N 3.66234 0.08502 0.18737 -3.1 0.5 -1.6
C 3.00290 -0.28484 1.44219 1.6 1.7 1.1
H 3.85143 -1.85649 -0.30827 -1.3 0.2 -1.0
H 3.60806 -0.58738 -1.78592 0.9 -0.2 0.5
H 2.35635 0.50717 1.93204 0.6 -0.4 -1.4
H 3.83498 -0.28965 2.11786 0.3 -0.7 1.1
H 2.41966 -1.17288 1.42815 -0.2 -1.0 -0.1
C -3.12992 1.41144 0.43779 0.3 -1.6 -1.3
C -3.57236 0.44812 -0.72478 -0.7 0.7 -0.2
N -2.80554 -0.84195 -0.75344 -0.3 1.0 0.5
H -2.06572 1.44470 0.47335 1.2 0.5 -0.6
H -3.51691 2.41004 0.48719 -0.4 0.4 -0.6
H -3.29028 0.98040 1.36958 -1.0 -1.0 1.8
H -4.68583 0.33320 -0.71351 0.9 -0.5 0.3
H -3.41912 1.01846 -1.63438 0.2 0.1 -0.5
H -1.85279 -0.53557 -0.46509 -0.7 -1.2 -1.0
H -2.92115 -1.44526 -1.61906 0.6 1.6 1.5